(1)
This record from the Open Molecules 2025 dataset describes C52H68B2N4O22V as an isolated structure at a distorted geometry. The level of theory is the ωB97M-V functional and the def2-TZVPD basis.

Computed properties:
Multiplicity: 4
DFT total energy, hartree: -4890.6924
F_max, eV/A: 5.16
Gap between HOMO and LUMO (spin up / spin down), eV: 7.962 / 9.087
Molecular weight, Da: 1173.69

Structure (XYZ):
```
149
C52H68B2N4O22V the ωB97M-V functional and the def2-TZVPD basis
V -0.2264 0.8547 -0.2110
O 2.3194 0.2414 7.9152
C 1.3487 0.2221 7.1445
O 1.0248 1.1544 6.2095
B -0.1410 0.7143 5.4281
O -0.5555 -0.5338 6.1692
C 0.3112 -0.8490 7.1304
O 0.3394 -1.8720 7.8360
O 0.2281 0.4405 4.0652
C -0.4812 1.1651 3.2325
O -0.5035 1.0949 1.9826
C -1.3614 2.0110 4.1007
O -1.1983 1.6986 5.3822
O -2.1853 2.8227 3.6543
O 1.4569 2.6851 -4.0868
C 1.2088 1.5353 -4.5028
O 1.5596 1.0274 -5.6732
B 1.3376 -0.4591 -5.6324
O 0.7682 -0.7117 -4.2913
C 0.6826 0.3834 -3.6216
O 0.4028 0.5392 -2.4134
O 0.3777 -0.8798 -6.6650
C 0.9882 -1.6910 -7.5212
O 0.5139 -2.3194 -8.5101
C 2.4406 -1.9220 -6.9881
O 2.5285 -1.2629 -5.8828
O 3.2738 -2.6955 -7.4832
C -3.0922 3.3466 -4.9156
C -2.4554 2.3139 -5.8613
C -2.5554 1.0274 -4.9988
O -2.7241 1.5507 -3.6661
C -3.5075 2.6709 -3.6076
H -3.8412 4.0301 -5.3155
H -2.2327 3.9723 -4.6749
H -1.3976 2.4527 -6.0849
H -2.8755 2.2119 -6.8619
H -1.6643 0.4066 -5.0914
H -3.4364 0.4114 -5.1788
H -3.4683 3.2424 -2.6803
H -4.5574 2.3795 -3.6369
C 5.4173 -2.3051 -2.8153
C 4.8142 -3.2351 -1.7583
C 4.3356 -2.1934 -0.7276
O 3.6717 -1.2446 -1.5798
C 4.4409 -1.0827 -2.7831
H 5.5207 -2.7244 -3.8161
H 6.4281 -2.1247 -2.4496
H 5.5249 -3.9589 -1.3594
H 3.9754 -3.7112 -2.2661
H 5.1549 -1.6864 -0.2180
H 3.7372 -2.6211 0.0769
H 4.9949 -0.1538 -2.6477
H 3.7465 -1.0519 -3.6227
C -3.0449 -4.3309 -4.4689
C -3.5728 -4.7076 -3.1341
C -2.7084 -3.9895 -2.1208
O -2.2136 -2.8219 -2.8054
C -2.5232 -2.8755 -4.2125
H -3.8794 -4.3132 -5.1699
H -2.2243 -4.9949 -4.7408
H -3.4762 -5.7666 -2.8946
H -4.6194 -4.4224 -3.0273
H -1.8475 -4.5656 -1.7818
H -3.2558 -3.8151 -1.1945
H -1.6610 -2.7502 -4.8673
H -3.2563 -2.0824 -4.3599
C -4.7101 -0.1169 3.4125
C -3.9704 -0.6485 4.6038
C -3.1292 -1.7453 4.0184
O -3.6087 -2.0552 2.7194
C -4.8407 -1.3490 2.4940
H -4.1301 0.6341 2.8761
H -5.6617 0.3562 3.6548
H -4.7502 -0.9794 5.2897
H -3.3262 0.1300 5.0126
H -3.1306 -2.6662 4.6017
H -2.1318 -1.3080 3.9747
H -5.6522 -1.9597 2.8898
H -5.0706 -1.0663 1.4667
C 1.6319 -2.8818 4.4789
C 2.0324 -3.9661 3.5608
C 2.8580 -3.2338 2.5141
O 3.1254 -2.0102 3.1178
C 2.8163 -1.9545 4.4574
H 1.3702 -3.1292 5.5077
H 0.8362 -2.3723 3.9354
H 1.2544 -4.6091 3.1492
H 2.6539 -4.7018 4.0712
H 2.2585 -3.0053 1.6330
H 3.7598 -3.7610 2.2027
H 2.5817 -0.9126 4.6753
H 3.6439 -2.3019 5.0760
C 2.6085 5.4198 4.2924
C 3.2246 4.0513 4.5993
C 2.9091 3.2075 3.3184
O 1.6539 3.6968 2.8804
C 1.7203 5.1212 3.0840
H 3.4288 6.0882 4.0309
H 2.0356 5.9529 5.0512
H 2.8043 3.6332 5.5140
H 4.3000 4.0885 4.7728
H 2.8680 2.1566 3.6049
H 3.6370 3.3483 2.5194
H 0.7132 5.5380 3.0867
H 2.1088 5.5119 2.1435
N -0.3459 3.0138 -0.6067
C -0.4332 3.9061 0.4388
C -0.6636 5.2740 0.3146
C -0.9284 5.8345 -0.9568
C -0.8710 4.9648 -2.0472
C -0.6157 3.5586 -1.8314
H -0.1333 3.5327 1.4068
H -0.5998 5.8654 1.2160
H -1.0407 6.9045 -1.0510
H -1.0879 5.2873 -3.0549
H -0.5612 2.8825 -2.6718
N -0.1203 -1.3478 0.0826
C -0.8632 -1.9683 1.0694
C -0.8805 -3.3254 1.2902
C -0.0400 -4.1326 0.5267
C 0.7992 -3.5588 -0.4464
C 0.6946 -2.1944 -0.6360
H -1.5497 -1.3095 1.5804
H -1.5682 -3.6894 2.0392
H 0.0118 -5.1858 0.7600
H 1.5453 -4.1346 -0.9739
H 1.3028 -1.7264 -1.3959
N -2.3720 0.7266 -0.4619
C -3.2268 1.6779 0.0356
C -4.6319 1.6914 -0.0932
C -5.2035 0.7497 -0.9519
C -4.4010 -0.1931 -1.5158
C -3.0050 -0.1634 -1.2599
H -2.7679 2.4613 0.6206
H -5.2494 2.4736 0.3232
H -6.2798 0.7222 -1.0371
H -4.8575 -0.9503 -2.1360
H -2.4137 -0.9521 -1.7013
N 1.9542 0.9543 0.1407
C 2.7540 1.8304 -0.5663
C 4.0778 2.1151 -0.2833
C 4.6718 1.4557 0.7843
C 4.0214 0.3920 1.4350
C 2.6353 0.2649 1.1506
H 2.3374 2.2908 -1.4499
H 4.6705 2.7827 -0.8910
H 5.6882 1.6980 1.0575
H 4.5731 -0.1488 2.1897
H 2.1217 -0.4118 1.8174
```

These are the Mulliken partial charges, in e, on atoms 1 to 8: 2.58, -0.65, 0.57, -0.91, 1.26, -0.65, 0.56, -0.66

(2)
This record from the Open Molecules 2025 dataset describes C52H68FMoN4P2SSe2 as an isolated structure at a distorted geometry. The level of theory is the ωB97M-V functional and the def2-TZVPD basis.

Computed properties:
Multiplicity: 3
DFT total energy, hartree: -8292.2495
F_max, eV/A: 1.74
Gap between HOMO and LUMO (spin up / spin down), eV: 5.767 / 5.053
Net charge: +3
Molecular weight, Da: 1116.02

Structure (XYZ):
```
131
C52H68FMoN4P2SSe2 the ωB97M-V functional and the def2-TZVPD basis
Mo -0.6907 -0.2267 0.6715
C 0.7323 7.2323 -3.0663
S -0.4675 5.9573 -3.5710
C 0.5784 4.6360 -4.2858
C 0.2165 3.2531 -3.7327
C 0.4965 3.1667 -2.2432
N 0.0259 1.9391 -1.5086
P 1.0420 1.0912 -0.4542
C 2.4593 0.4017 -1.3482
C 3.1595 -0.6113 -0.6953
C 4.3502 -1.0968 -1.2188
C 4.8369 -0.5915 -2.4152
C 4.1267 0.3982 -3.0864
C 2.9479 0.8997 -2.5576
C 1.8162 2.3819 0.5638
C 3.0361 2.1369 1.2062
C 3.6046 3.1121 2.0147
C 2.9678 4.3348 2.1878
C 1.7603 4.5881 1.5467
C 1.1837 3.6146 0.7434
P -1.3412 0.9360 -1.7644
C -2.7917 2.0187 -1.8833
C -4.0496 1.4208 -2.0422
C -5.1817 2.2019 -2.2043
C -5.0756 3.5891 -2.2048
C -3.8394 4.1888 -2.0117
C -2.7021 3.4107 -1.8385
C -1.1701 0.2363 -3.4450
C 0.0050 -0.4645 -3.7185
C 0.2545 -0.9612 -4.9889
C -0.6838 -0.7805 -5.9983
C -1.8631 -0.0981 -5.7308
C -2.1096 0.4114 -4.4625
H 0.5798 8.1284 -3.6620
H 1.7475 6.8714 -3.2177
H 0.5843 7.4710 -2.0152
H 1.6237 4.8816 -4.0971
H 0.4171 4.6381 -5.3601
H 0.7712 2.4891 -4.2807
H -0.8427 3.0785 -3.9195
H 0.0488 4.0425 -1.7851
H 1.5641 3.2605 -2.0528
H 2.7743 -1.0133 0.2327
H 4.8945 -1.8726 -0.6941
H 5.7646 -0.9701 -2.8291
H 4.4978 0.7950 -4.0247
H 2.4190 1.6616 -3.1142
H 3.5520 1.1948 1.0597
H 4.5555 2.9235 2.5006
H 3.4210 5.0991 2.8101
H 1.2755 5.5513 1.6628
H 0.2584 3.8281 0.2188
H -4.1525 0.3431 -2.0403
H -6.1479 1.7289 -2.3348
H -5.9581 4.2001 -2.3540
H -3.7482 5.2685 -2.0048
H -1.7541 3.9112 -1.6865
H 0.7426 -0.5905 -2.9422
H 1.1853 -1.4799 -5.1988
H -0.4906 -1.1632 -6.9948
H -2.5938 0.0530 -6.5177
H -3.0211 0.9654 -4.2890
C 1.1476 -2.9608 -2.0215
Se -0.3514 -2.4658 -0.8877
C -1.7482 -3.1168 -2.1232
C -3.0257 -2.3209 -2.1291
Se -3.5404 -1.7266 -0.3562
C -4.1886 -3.4042 0.3821
H 1.1908 -4.0461 -1.9871
H 2.0574 -2.5470 -1.6093
H 0.9842 -2.6156 -3.0359
H -1.9150 -4.1298 -1.7700
H -1.3045 -3.1531 -3.1169
H -3.8392 -2.9142 -2.5460
H -2.9271 -1.4250 -2.7208
H -4.9650 -3.7824 -0.2757
H -4.6168 -3.1748 1.3538
H -3.3819 -4.1212 0.4917
C -1.6605 -4.2225 1.7397
C -0.2047 -4.6815 1.5804
C 0.0501 -5.7545 2.6637
C 1.0267 -3.7342 1.5859
C 2.1609 -4.3967 1.1021
C 3.4275 -3.8899 1.2584
C 3.5982 -2.7703 2.0580
C 2.5249 -2.0489 2.5732
C 2.8630 -1.2216 3.8375
C 4.3599 -0.9140 3.9834
C 2.0967 0.0530 4.1492
C 1.2121 -2.4330 2.1285
N 0.0334 -1.5582 2.2162
C -0.7660 -1.8118 3.3224
C -0.2989 -2.4555 4.4852
C -1.1353 -2.6731 5.5608
C -2.4702 -2.2702 5.5219
C -2.9667 -1.6411 4.3843
C -2.1013 -1.4300 3.3480
F -2.5778 -0.8753 2.1892
H -1.9205 -4.0399 2.7815
H -2.2971 -5.0464 1.4044
H -1.9146 -3.3427 1.1537
H -0.1512 -5.1846 0.6144
H 0.0188 -5.3027 3.6602
H 1.0175 -6.2447 2.5456
H -0.7271 -6.5224 2.6184
H 2.0308 -5.3670 0.6286
H 4.2874 -4.4184 0.8587
H 4.6071 -2.4836 2.3217
H 2.6244 -1.9180 4.6501
H 4.7412 -0.3406 3.1312
H 4.9648 -1.8114 4.1033
H 4.5111 -0.3144 4.8820
H 2.3080 0.8205 3.4006
H 2.4344 0.4409 5.1112
H 1.0340 -0.1344 4.2490
H 0.7326 -2.7865 4.5222
H -0.7475 -3.1703 6.4429
H -3.1250 -2.4509 6.3668
H -4.0040 -1.3352 4.3011
N -0.3970 1.1706 2.4640
C -1.2728 2.3520 2.6574
C -2.6369 1.9351 2.1902
N -2.4170 1.3308 0.8560
H 0.5780 1.4562 2.4633
H -0.5011 0.5748 3.2760
H -0.8996 3.1685 2.0524
H -1.2788 2.6712 3.6961
H -3.3211 2.7784 2.1289
H -3.0707 1.1975 2.8567
H -2.3062 2.0912 0.1965
H -3.2525 0.8382 0.5522
```

These are the Mulliken partial charges, in e, on atoms 1 to 8: -0.57, -0.83, -0.01, -1.18, -0.65, -1.42, 1.69, 2.84

(3)
This record from the Open Molecules 2025 dataset describes a 9-piece molecular cluster, C52H75FIN9O10P3S2 overall at a distorted geometry. The level of theory is the ωB97M-V functional and the def2-TZVPD basis.

Computed properties:
ΔE to the lowest compared entry with this formula, charge and spin, kJ/mol: 0.0
Multiplicity: 1
DFT total energy, hartree: -5489.5742
F_max, eV/A: 2.04
Gap between HOMO and LUMO, eV: 7.093
Net charge: -1
Molecular weight, Da: 1289.18

Structure (XYZ):
```
153
C52H75FIN9O10P3S2 the ωB97M-V functional and the def2-TZVPD basis
C -1.3355 1.3904 -3.1206
C -0.0313 0.9001 -2.5100
C 1.0998 1.9233 -2.2590
I 0.4129 3.9673 -2.2823
C 2.0267 1.5823 -1.0635
P 3.7345 2.4803 -1.2116
P 3.8434 4.3665 -2.2535
O 3.3233 5.5191 -1.5134
O 3.3067 4.3338 -3.7899
O 5.4344 4.4621 -2.4966
O 2.4950 0.2652 -1.1374
P 2.4818 -0.7273 0.3840
C 4.2161 -0.0576 0.8603
C 5.3220 -0.1806 -0.1702
F 6.1983 0.9153 -0.1299
C 3.3454 -2.3150 -0.3457
O 4.3565 -2.7562 0.5630
O 5.3489 -3.4415 -0.2420
N 2.2948 -1.6211 1.9314
C 1.9807 -1.1225 3.0496
C 2.8723 -0.2483 3.9035
C 0.6646 -1.4690 3.7308
C 0.8557 -1.5032 -0.2783
C 0.7705 -1.9898 -1.5725
C -0.3836 -2.5503 -2.0694
C -1.5156 -2.6628 -1.2766
C -1.4509 -2.1812 0.0131
C -0.2859 -1.6124 0.4904
O 1.6122 0.5956 1.0945
C 1.4623 1.7855 0.4324
S 2.4251 3.1052 1.3336
C -0.0270 2.1768 0.6237
C -0.5432 1.8571 2.0343
C -1.4450 2.9671 2.5756
S -0.6507 4.2020 3.5695
O 0.5772 3.7397 4.1332
O -1.6432 4.7158 4.4727
O -0.3506 5.3113 2.4773
H -1.9652 1.9242 -2.4160
H -1.1940 1.9732 -4.0258
H -1.8980 0.5038 -3.4164
H 0.3831 0.1828 -3.2062
H -0.2639 0.4007 -1.5854
H 1.7433 1.8720 -3.1290
H 4.2851 1.6544 -2.2109
H 3.2419 3.4126 -4.0715
H 5.6022 4.8325 -3.3714
H 4.5467 -0.5470 1.7675
H 4.1314 1.0030 1.1028
H 4.9619 -0.2951 -1.1879
H 5.9383 -1.0471 0.0533
H 3.7742 -2.1994 -1.3374
H 2.6015 -3.1061 -0.3548
H 5.7284 -4.0642 0.3919
H 3.8104 -0.7905 4.0115
H 2.4727 -0.0670 4.8927
H 3.1104 0.6705 3.3735
H -0.0515 -0.6651 3.5749
H 0.8089 -1.5818 4.8042
H 0.2613 -2.4082 3.3660
H 1.6288 -1.9320 -2.2246
H -0.4036 -2.8976 -3.0946
H -2.4197 -3.0983 -1.6758
H -2.3206 -2.2596 0.6498
H -0.2943 -1.2327 1.4963
H 1.7619 4.1542 0.8393
H -0.1307 3.2417 0.4810
H -0.6694 1.7111 -0.1071
H 0.2732 1.6999 2.7299
H -1.1851 0.9826 1.9654
H -2.2320 2.6061 3.2276
H -1.9098 3.5016 1.7503
H 0.4643 5.7689 2.7385
N -5.0343 3.4066 6.7731
C -4.1146 3.0683 5.8203
C -4.4504 1.8257 5.3489
C -5.6173 1.4023 6.0440
C -5.9537 2.4029 6.9166
H -5.0302 4.2653 7.2907
H -3.3090 3.7386 5.5649
H -3.9195 1.2726 4.5917
H -6.1452 0.4712 5.9178
H -6.7617 2.4869 7.6236
N 2.3441 -4.5455 3.5729
C 2.7911 -4.7353 4.8478
C 2.3397 -5.9568 5.2796
C 1.5900 -6.5252 4.2140
C 1.6148 -5.6266 3.1772
H 2.5200 -3.7204 3.0139
H 3.3901 -3.9883 5.3405
H 2.5254 -6.3917 6.2477
H 1.0905 -7.4797 4.2087
H 1.1752 -5.6648 2.1952
N -8.8981 0.0547 7.1235
C -8.7635 -0.0109 8.4826
C -9.0837 -1.2827 8.8754
C -9.4220 -2.0142 7.7041
C -9.2962 -1.1610 6.6406
H -8.7260 0.8708 6.5645
H -8.4509 0.8469 9.0525
H -9.0731 -1.6496 9.8878
H -9.7201 -3.0475 7.6494
H -9.4538 -1.3153 5.5873
N -3.1501 -1.9970 -4.5478
C -4.2971 -1.2854 -4.7483
C -4.9003 -1.7742 -5.8776
C -4.0812 -2.8259 -6.3755
C -3.0099 -2.9371 -5.5294
H -2.5040 -1.8511 -3.7893
H -4.5859 -0.4966 -4.0751
H -5.8270 -1.4143 -6.2942
H -4.2592 -3.4292 -7.2507
H -2.1643 -3.6028 -5.5431
N -6.7969 -2.8410 -9.2433
C -6.3816 -2.5509 -10.5133
C -6.5834 -3.6643 -11.2841
C -7.1435 -4.6653 -10.4433
C -7.2625 -4.1254 -9.1906
H -6.7584 -2.2096 -8.4647
H -5.9792 -1.5835 -10.7585
H -6.3542 -3.7531 -12.3326
H -7.4243 -5.6658 -10.7259
H -7.6353 -4.5434 -8.2716
N 7.4023 -4.1817 -2.6262
C 7.5196 -5.1388 -3.5936
C 8.5509 -4.7770 -4.4206
C 9.0753 -3.5507 -3.9273
C 8.3435 -3.2120 -2.8189
H 6.7237 -4.1802 -1.8843
H 6.8627 -5.9912 -3.6129
H 8.8900 -5.3276 -5.2822
H 9.8923 -2.9824 -4.3392
H 8.4101 -2.3665 -2.1561
N -1.6729 4.9360 -6.6878
C -2.3678 5.9452 -7.2972
C -1.8678 7.1331 -6.8347
C -0.8301 6.8258 -5.9109
C -0.7345 5.4621 -5.8428
H -1.8300 3.9564 -6.8337
H -3.1530 5.7335 -8.0021
H -2.2072 8.1133 -7.1247
H -0.2243 7.5246 -5.3591
H -0.0856 4.8241 -5.2671
N 5.9656 2.9048 6.8781
C 4.7240 3.4618 6.7157
C 4.2252 3.0360 5.5142
C 5.2046 2.1869 4.9299
C 6.2647 2.1241 5.7924
H 6.5637 3.0472 7.6693
H 4.3037 4.1095 7.4656
H 3.2661 3.2995 5.0971
H 5.1359 1.6827 3.9808
H 7.1989 1.5936 5.7284
```

These are the Mulliken partial charges, in e, on atoms 1 to 8: -1.39, 1.51, -1.50, 0.07, 1.79, -0.37, 1.22, -0.66